i.
Molecular formula: C3H4N2O
Method: DFT, ωB97M-V with the def2-TZVPD basis set

Geometry (Å):
C  0.6647  -2.2103  -1.2418
N  0.1911  -1.0405  -0.9169
N  -0.3660  -0.9347  0.3894
C  -0.4919  0.1869  0.9396
C  0.1232  1.4692  0.3793
O  -0.1716  2.6555  0.5883
H  0.4100  -3.0706  -0.6129
H  0.9468  -2.1616  -2.3038
H  -1.0884  0.1426  1.9732
H  0.5536  0.9970  -0.5332

Computed properties:
- E_HOMO (eV) = -9.1
- total charge = 0
- SMILES = C=N/N=C\C=O
- LUMO level (Ha) = -0.030

Löwdin population analysis, charges in e, atoms 1 to 6: C 0.00; N -0.08; N -0.01; C -0.14; C -0.20; O 0.04

ii.
Molecular formula: C3H4N2O
Method: DFT, ωB97M-V with the def2-TZVPD basis set

Geometry (Å):
C  0.7259  1.0638  -1.0748
N  -0.3248  -0.3804  -0.2339
C  0.4134  -0.0704  0.7536
C  -1.3440  -1.6963  1.2938
O  1.2801  -0.0273  1.5186
N  -1.9966  -2.5504  1.7350
H  -1.2835  -0.0546  -0.2680
H  1.7139  0.6455  -1.2312
H  0.7006  1.9991  -0.5241
H  0.1149  1.0710  -1.9690

Computed properties:
- E_HOMO (spin up / spin down) (eV) = -9.2 / -9.2
- total charge = 0
- LUMO level (spin up / spin down) (Ha) = -0.030 / -0.030

Löwdin population analysis, charges in e, atoms 1 to 6: C 0.11; N 0.14; C -0.42; C -0.30; O 0.25; N -0.08

iii.
Molecular formula: C3H4N2O
Method: DFT, ωB97M-V with the def2-TZVPD basis set

Geometry (Å):
O  -1.7042  -0.9684  -1.1309
C  -0.7119  -0.2789  -0.5134
C  0.0708  -0.6770  0.5977
C  0.9105  0.3929  0.8063
N  0.5890  1.3175  -0.1221
N  -0.3974  0.9248  -0.9495
H  -1.4624  -1.9017  -1.1264
H  0.0055  -1.5906  1.1717
H  1.6943  0.5594  1.5322
H  1.0058  2.2219  -0.2656

Computed properties:
- E_HOMO (eV) = -9.1
- total charge = 0
- SMILES = Oc1cc[nH]n1
- LUMO level (Ha) = 0.034

Löwdin population analysis, charges in e, atoms 1 to 6: O 0.06; C -0.44; C -0.03; C -0.11; N -0.04; N 0.10

Which is most stable? The ranking, best first, is iii, i, ii.

i.
Molecular formula: C3H4N2O
Method: DFT, ωB97M-V with the def2-TZVPD basis set

Geometry (Å):
N  -0.8018  -0.8907  -1.3216
C  -0.8496  -0.3415  -0.1040
C  -0.9277  0.0099  1.1070
N  -0.0293  1.0428  0.6092
C  1.3060  0.6905  0.4755
O  1.7435  -0.3837  0.0938
H  0.1400  -1.2076  -1.5380
H  -1.2114  -0.3367  -2.0669
H  -1.3425  -0.1374  2.0942
H  1.9728  1.5542  0.6506

Computed properties:
- E_HOMO (eV) = -9.2
- total charge = 0
- SMILES = NC1=CN1C=O
- LUMO level (Ha) = 0.030

Löwdin population analysis, charges in e, atoms 1 to 6: N 0.13; C -0.17; C -0.04; N 0.01; C -0.38; O -0.01

ii.
Molecular formula: C3H4N2O
Method: DFT, ωB97M-V with the def2-TZVPD basis set

Geometry (Å):
C  -1.0461  -0.7302  0.0089
N  -0.4552  0.5881  -0.0844
C  0.8220  0.9884  -0.0120
O  1.0785  2.1872  -0.0095
C  1.8441  -0.1581  0.0618
N  2.3969  -1.0951  -0.0728
H  -1.8191  -0.8531  -0.7704
H  -1.4852  -0.8461  0.9489
H  -0.2259  -1.4785  -0.0558
H  -1.1101  1.3973  -0.0147

Computed properties:
- E_HOMO (eV) = -10.5
- total charge = 0
- SMILES = CNC(=O)C#N
- LUMO level (Ha) = 0.026

Löwdin population analysis, charges in e, atoms 1 to 6: C -0.06; N 0.00; C -0.47; O 0.05; C -0.11; N 0.17

Which is most stable? The ranking, best first, is ii, i.

i.
Molecular formula: C3H4N2O
Method: DFT, ωB97M-V with the def2-TZVPD basis set

Geometry (Å):
C  1.1272  -0.6088  0.6919
C  -0.1218  0.1218  0.2701
N  -0.9478  0.7761  0.9581
O  -1.9492  1.3501  0.5092
N  -1.7232  0.8646  -1.4786
C  -0.6865  0.2187  -1.3048
H  1.0745  -1.6550  0.3710
H  1.2792  -0.6013  1.7781
H  2.0098  -0.1514  0.2298
H  -0.0405  -0.3270  -2.0042

Computed properties:
- E_HOMO (spin up / spin down) (eV) = -9.9 / -9.8
- total charge = 0
- LUMO level (spin up / spin down) (Ha) = -0.024 / -0.024

Löwdin population analysis, charges in e, atoms 1 to 6: C -0.05; C -0.25; N -0.05; O -0.02; N 0.18; C -0.16

ii.
Molecular formula: C3H4N2O
Method: DFT, ωB97M-V with the def2-TZVPD basis set

Geometry (Å):
O  -1.2661  1.1014  -1.2081
C  -0.4004  0.3693  -0.4485
C  0.4929  -0.6571  -0.8254
N  1.1846  -1.1014  0.2165
N  0.7550  -0.3646  1.2433
C  -0.2045  0.5368  0.9020
H  -1.6959  0.5153  -1.8371
H  0.6446  -1.0895  -1.8027
H  1.1733  -0.5058  2.1472
H  -0.6834  1.1956  1.6128

Computed properties:
- E_HOMO (eV) = -8.8
- total charge = 0
- SMILES = Oc1cn[nH]c1
- LUMO level (Ha) = 0.032

Löwdin population analysis, charges in e, atoms 1 to 6: O 0.04; C -0.34; C -0.11; N 0.02; N -0.05; C -0.04

iii.
Molecular formula: C3H4N2O
Method: DFT, ωB97M-V with the def2-TZVPD basis set

Geometry (Å):
N  -0.6736  -1.6860  0.2830
C  -0.2865  -0.3924  0.0522
C  0.9240  0.2425  0.0388
C  0.5536  1.5989  -0.1411
N  -0.7362  1.7713  -0.2461
O  -1.2747  0.4877  -0.1274
H  -1.6060  -1.9269  -0.0197
H  0.0198  -2.3995  0.1225
H  1.9086  -0.1821  0.1596
H  1.1959  2.4707  -0.1858

Computed properties:
- E_HOMO (eV) = -8.6
- total charge = 0
- SMILES = Nc1ccno1
- LUMO level (Ha) = 0.031

Löwdin population analysis, charges in e, atoms 1 to 6: N 0.15; C -0.41; C -0.03; C -0.17; N 0.05; O -0.01

Which is most stable? The ranking, best first, is ii, iii, i.

i.
Molecular formula: C3H4N2O
Method: DFT, ωB97M-V with the def2-TZVPD basis set

Geometry (Å):
C  2.0940  -0.0873  0.0009
C  0.6483  -0.0507  0.0402
C  -0.1254  1.0273  -0.0121
O  -1.3820  0.7434  0.0102
N  -1.4667  -0.7399  -0.0178
N  -0.3094  -1.1573  0.0144
H  2.4896  -1.0139  -0.3010
H  2.4402  0.5856  -0.8155
H  2.7009  0.3540  0.9373
H  0.1559  2.0716  -0.0526

Computed properties:
- E_HOMO (eV) = -9.8
- total charge = 0
- SMILES = Cc1conn1
- LUMO level (Ha) = 0.032

Löwdin population analysis, charges in e, atoms 1 to 6: C -0.07; C -0.30; C -0.16; O -0.02; N 0.07; N 0.07

ii.
Molecular formula: C3H4N2O
Method: DFT, ωB97M-V with the def2-TZVPD basis set

Geometry (Å):
C  0.2260  -0.1069  1.9442
C  0.0648  0.7481  0.9751
N  -0.0136  1.3492  -0.0970
C  0.3930  0.3294  -1.0618
N  -0.6757  -0.4141  -1.4543
O  1.5385  0.1606  -1.3887
H  -0.5959  -0.7470  2.2331
H  1.2167  -0.2413  2.3545
H  -0.5526  -0.9957  -2.2670
H  -1.6012  -0.0823  -1.2380

Computed properties:
- E_HOMO (eV) = -9.5
- total charge = 0
- SMILES = C=C=NC(N)=O
- LUMO level (Ha) = 0.029

Löwdin population analysis, charges in e, atoms 1 to 6: C 0.03; C -0.19; N 0.16; C -0.61; N 0.17; O 0.09

iii.
Molecular formula: C3H4N2O
Method: DFT, ωB97M-V with the def2-TZVPD basis set

Geometry (Å):
N  0.9530  1.7487  -0.2822
C  -0.0733  0.8852  -0.1235
N  -1.2763  0.7718  -0.0577
O  -2.1512  -0.0709  0.0929
H  1.5426  1.8811  0.5292
H  1.4769  1.6524  -1.1420
C  -0.7061  -1.8669  0.2887
C  0.3892  -1.3419  0.1766
H  -1.6067  -2.4286  0.3984
H  1.4518  -1.2310  0.1196

Computed properties:
- E_HOMO (spin up / spin down) (eV) = -8.9 / -8.9
- total charge = 0
- SMILES = NC#[N+][O-].C#C
- LUMO level (spin up / spin down) (Ha) = 0.019 / 0.019

Löwdin population analysis, charges in e, atoms 1 to 6: N 0.10; C -0.21; N -0.10; O -0.07; H 0.10; H 0.10

Which is most stable? The ranking, best first, is ii, i, iii.